Entry 1:
Molecular formula: C41H52AsBBaF2GeN3O5S
Method: DFT, ωB97M-V with the def2-TZVPD basis set

The geometry in ORCA input format:
```
! wB97M-V def2-TZVPD RIJCOSX def2/J DEFGRID3
* xyz -1 1
Ba 0.02 -0.20 0.16
C -0.76 2.88 -3.53
C -1.09 2.33 -2.14
C -1.56 3.46 -1.22
C -2.17 1.26 -2.24
O 0.08 1.79 -1.53
Ge 1.57 1.06 -2.44
O 2.30 0.90 -0.69
C 3.67 0.98 -0.36
C 3.73 1.18 1.16
C 4.36 -0.34 -0.74
C 4.35 2.15 -1.07
O 0.84 -0.71 -2.33
C 1.18 -1.79 -3.19
C -0.13 -2.29 -3.80
C 2.14 -1.39 -4.31
C 1.81 -2.90 -2.35
H -1.62 3.42 -3.93
H -0.51 2.08 -4.23
H 0.09 3.57 -3.48
H -2.47 3.93 -1.61
H -0.78 4.23 -1.15
H -1.77 3.07 -0.23
H -3.01 1.60 -2.86
H -2.57 1.00 -1.26
H -1.76 0.36 -2.71
H 3.14 0.43 1.67
H 3.32 2.16 1.42
H 4.76 1.13 1.52
H 3.81 -1.18 -0.31
H 5.40 -0.36 -0.41
H 4.34 -0.46 -1.83
H 3.78 3.06 -0.90
H 4.42 1.98 -2.14
H 5.36 2.30 -0.67
H -0.59 -1.51 -4.41
H -0.83 -2.55 -3.00
H 0.02 -3.18 -4.42
H 1.72 -0.60 -4.93
H 2.34 -2.26 -4.94
H 3.09 -1.03 -3.91
H 1.14 -3.21 -1.55
H 2.73 -2.54 -1.88
H 2.05 -3.77 -2.97
S -2.85 0.57 1.44
C -4.36 0.29 0.62
C -5.43 1.19 0.73
C -6.64 0.96 0.09
C -6.83 -0.18 -0.68
C -5.79 -1.09 -0.80
C -4.58 -0.87 -0.15
As -3.04 -2.02 -0.36
C -3.82 -3.45 -1.46
C -3.72 -3.29 -2.85
C -4.26 -4.23 -3.71
C -4.92 -5.35 -3.20
C -5.03 -5.51 -1.83
C -4.49 -4.56 -0.97
C -3.02 -3.03 1.31
C -3.78 -2.68 2.42
C -3.73 -3.44 3.58
C -2.92 -4.56 3.64
C -2.16 -4.93 2.54
C -2.19 -4.15 1.39
H -5.29 2.09 1.32
H -7.44 1.69 0.20
H -7.78 -0.36 -1.17
H -5.92 -1.99 -1.39
H -3.21 -2.43 -3.25
H -4.17 -4.09 -4.78
H -5.34 -6.08 -3.87
H -5.54 -6.37 -1.43
H -4.59 -4.70 0.10
H -4.40 -1.79 2.38
H -4.31 -3.14 4.44
H -2.89 -5.16 4.55
H -1.53 -5.81 2.58
H -1.58 -4.44 0.54
O 1.52 -2.77 0.83
N 1.94 -2.96 2.04
C 3.18 -2.56 2.40
C 3.63 -2.75 3.69
C 2.82 -3.36 4.63
C 1.55 -3.75 4.24
C 1.13 -3.54 2.95
H 3.73 -2.07 1.62
H 4.62 -2.39 3.94
H 3.16 -3.50 5.65
H 0.86 -4.20 4.94
H 0.14 -3.77 2.58
N -0.49 1.29 6.10
C 0.14 2.47 5.89
O 0.49 3.20 6.82
C 0.39 2.86 4.47
C 1.45 3.71 4.19
C 1.68 4.09 2.88
C 0.81 3.63 1.90
N -0.23 2.83 2.15
C -0.42 2.45 3.41
H -0.61 1.01 7.05
H -0.56 0.57 5.38
H 2.08 4.05 5.01
H 2.50 4.74 2.62
H 0.95 3.90 0.86
H -1.29 1.82 3.58
F -0.59 -1.12 4.16
B 0.28 -0.62 3.19
F 1.37 -0.17 3.92
*
```

Summary:
LUMO level in eV: 2.12
Highest occupied orbital energy in eV: -4.036
Energy above the lowest of the compared OMol25 structures with the same formula, charge and spin in eV: 0.029
E_tot in Eh: -7095.242609

Mulliken atomic charge list, values in e, 99 entries: 2.0240 -1.9899 1.1797 -1.5425 -0.4806 1.1480 -0.9318 0.7334 1.4661 -1.1368 -1.1527 -1.9901 1.2244 1.5247 -1.6851 -1.8888 -1.4876 0.4615 0.4025 0.3718 0.3826 0.4170 0.1910 0.5722 -0.1906 -0.2185 0.0641 0.0752 0.4410 -0.2504 0.5134 0.2419 0.3529 0.3824 0.4620 0.3798 0.1049 0.5039 0.4294 0.4351 0.3552 0.1079 0.1211 0.4409 0.0140 -0.2408 -0.8903 -0.6052 -0.7101 -0.5197 -0.0763 0.9176 -0.6090 0.0278 -0.7795 -0.4348 -0.7435 -0.1102 0.2139 -0.2819 -0.8289 -0.4812 -0.6490 -0.1793 0.4569 0.3284 0.3773 0.3140 0.3159 0.4149 0.3575 0.3936 0.3868 0.3986 0.3803 0.3512 0.4602 0.3488 -0.4064 0.4717 -0.1281 -0.7455 -0.4561 -0.4686 -0.2969 0.3258 0.4469 0.3786 0.4929 0.3154 -0.1895 0.0898 -0.7057 0.7482 -0.6285 -0.7043 -0.1370 0.0717 -0.9625

Entry 2:
Molecular formula: C41H52B2GeMnN7S3
Method: DFT, ωB97M-V with the def2-TZVPD basis set

The geometry in ORCA input format:
```
! wB97M-V def2-TZVPD RIJCOSX def2/J DEFGRID3
* xyz 2 1
Mn -0.26 -0.20 -0.36
C 0.66 -0.49 -5.82
C -0.65 -1.17 -5.41
C -1.10 -2.10 -6.54
C -1.76 -0.15 -5.15
N -0.40 -2.01 -4.18
C -0.41 -3.38 -4.17
C -0.08 -3.79 -2.93
N 0.16 -2.68 -2.17
B 0.55 -2.77 -0.66
N 2.36 -1.71 0.03
C 3.23 -0.99 -0.89
C 3.92 -0.11 -0.19
N 3.61 -0.16 1.18
C 2.79 -1.22 1.42
S 2.28 -1.99 2.74
C 4.10 0.89 2.14
C 5.45 0.45 2.69
C 3.09 1.15 3.26
C 4.24 2.19 1.33
N -0.62 -3.45 0.09
C -0.64 -4.76 0.51
C -1.82 -4.97 1.13
N -2.53 -3.79 1.11
C -1.77 -2.87 0.48
S -2.14 -1.20 0.19
C -3.86 -3.60 1.79
C -4.85 -2.88 0.86
C -4.44 -4.97 2.13
C -3.61 -2.79 3.07
C -0.03 -1.60 -2.95
S 0.21 0.07 -2.48
H 0.49 0.09 -6.73
H 1.44 -1.22 -6.02
H 1.01 0.20 -5.05
H -1.31 -1.49 -7.42
H -2.02 -2.63 -6.28
H -0.33 -2.81 -6.82
H -2.04 0.31 -6.09
H -1.45 0.64 -4.48
H -2.65 -0.65 -4.73
H -0.66 -3.97 -5.03
H 0.03 -4.79 -2.54
H 2.13 -3.71 0.70
H 3.25 -1.25 -1.93
H 4.67 0.57 -0.56
H 5.35 -0.47 3.28
H 5.86 1.22 3.34
H 6.16 0.26 1.88
H 3.05 0.33 3.97
H 2.09 1.32 2.85
H 3.40 2.04 3.80
H 5.10 2.18 0.67
H 4.37 3.02 2.02
H 3.34 2.38 0.75
H 0.19 -5.42 0.33
H -2.20 -5.86 1.59
H -4.83 -3.32 -0.14
H -4.65 -1.81 0.78
H -5.85 -2.99 1.26
H -4.51 -5.60 1.24
H -5.45 -4.82 2.51
H -3.87 -5.48 2.90
H -3.27 -1.78 2.83
H -2.85 -3.28 3.69
H -4.53 -2.72 3.64
B 2.93 -3.93 -1.44
C 2.07 -3.20 -0.26
N 0.97 -1.41 -0.11
H 2.77 -3.46 -2.56
H 2.52 -5.06 -1.43
H 4.10 -3.75 -1.16
C 0.26 1.25 0.25
Ge -0.19 3.11 0.91
C -1.02 2.63 2.63
C -0.96 1.34 3.16
C -1.55 1.06 4.38
C -2.21 2.06 5.08
C -2.26 3.35 4.57
C -1.66 3.63 3.35
C -1.51 3.45 -0.51
C -1.63 4.69 -1.13
C -2.61 4.91 -2.08
C -3.49 3.89 -2.43
C -3.39 2.65 -1.80
C -2.41 2.44 -0.85
C 1.31 4.33 1.17
C 1.82 4.42 2.47
C 2.87 5.30 2.73
C 3.39 6.08 1.71
C 2.87 5.99 0.42
C 1.83 5.12 0.15
H -0.45 0.56 2.62
H -1.49 0.06 4.80
H -2.67 1.84 6.03
H -2.77 4.13 5.12
H -1.69 4.65 2.96
H -0.95 5.50 -0.86
H -2.70 5.88 -2.55
H -4.25 4.06 -3.17
H -4.09 1.86 -2.05
H -2.38 1.50 -0.31
H 1.40 3.82 3.26
H 3.26 5.38 3.74
H 4.20 6.76 1.92
H 3.27 6.61 -0.37
H 1.43 5.05 -0.85
*
```

Summary:
LUMO level (alpha / beta) in eV: -7.79 / -7.81
Highest occupied orbital energy (alpha / beta) in eV: -13.164 / -13.153
Energy above the lowest of the compared OMol25 structures with the same formula, charge and spin in eV: 1.330
E_tot in Eh: -6448.326280

Mulliken atomic charge list, values in e, 99 entries: -1.0772 -1.4765 1.0260 -2.1483 -1.5537 0.5691 -0.5611 -1.0446 1.0880 -0.7988 1.5449 -0.7618 -0.7718 0.5295 -0.0143 -0.2011 1.4979 -1.7117 -2.1886 -1.9906 0.8247 -0.8625 -0.4992 0.4328 -0.0670 -0.1940 1.1995 -1.5939 -2.0987 -1.5035 0.2710 -0.1916 0.4956 0.3949 0.3340 0.4574 0.4835 0.4935 0.5129 0.4018 0.3632 0.5934 0.6167 -0.0277 0.7858 0.5433 0.3706 0.4255 0.3824 0.5288 0.6753 0.5576 0.4539 0.5049 0.5504 0.6607 0.5785 0.3956 0.3875 0.4937 0.5058 0.4727 0.4740 0.3348 0.3831 0.4947 0.3068 -1.1745 -0.3552 -0.1216 -0.1177 -0.1131 0.8902 1.7678 0.0257 0.2317 -0.9821 -0.5758 -0.7683 -0.3072 0.1071 -0.6141 -0.7165 -0.5838 -0.7425 -0.2606 0.3570 -0.2057 -0.8289 -0.4215 -0.8327 -0.2056 0.2054 0.4980 0.4224 0.4306 0.4696 0.4651 0.4442

Entry 3:
Molecular formula: C41H52CaN2P2SSi2
Method: DFT, ωB97M-V with the def2-TZVPD basis set

The geometry in ORCA input format:
```
! wB97M-V def2-TZVPD RIJCOSX def2/J DEFGRID3
* xyz 0 1
Ca -1.17 0.48 -0.30
C 1.47 -1.92 1.63
C 1.75 -0.42 1.47
P 3.21 0.35 0.59
C 4.38 -1.01 0.23
C 4.92 -1.69 1.33
C 5.97 -2.57 1.16
C 6.52 -2.77 -0.10
C 6.00 -2.09 -1.19
C 4.93 -1.22 -1.03
C 2.54 0.80 -1.06
C 3.05 1.96 -1.63
C 2.54 2.45 -2.83
C 1.50 1.78 -3.47
C 1.00 0.61 -2.92
C 1.52 0.12 -1.73
P 0.54 -2.76 0.25
C -0.54 -3.93 1.15
C -1.48 -4.59 0.35
C -2.35 -5.51 0.89
C -2.32 -5.79 2.25
C -1.40 -5.14 3.06
C -0.51 -4.22 2.51
C 1.74 -4.01 -0.40
C 2.30 -4.98 0.43
C 3.12 -5.96 -0.09
C 3.38 -6.00 -1.46
C 2.82 -5.05 -2.29
C 2.00 -4.06 -1.76
H 0.79 -1.99 2.48
H 2.37 -2.47 1.88
H 1.86 -0.02 2.48
H 0.88 0.09 1.05
H 4.53 -1.49 2.32
H 6.38 -3.09 2.02
H 7.36 -3.44 -0.23
H 6.43 -2.24 -2.17
H 4.53 -0.70 -1.89
H 3.84 2.50 -1.12
H 2.94 3.36 -3.25
H 1.10 2.17 -4.39
H 0.22 0.06 -3.43
H 1.15 -0.82 -1.33
H -1.51 -4.38 -0.72
H -3.07 -6.01 0.25
H -3.00 -6.50 2.68
H -1.37 -5.34 4.12
H 0.21 -3.73 3.16
H 2.07 -4.97 1.49
H 3.54 -6.72 0.56
H 4.02 -6.78 -1.87
H 3.00 -5.09 -3.36
H 1.56 -3.32 -2.42
C -3.33 3.55 1.22
Si -3.10 2.41 -0.29
C -3.53 3.57 -1.77
C -4.62 1.21 -0.19
C -5.86 1.86 -0.30
C -7.06 1.18 -0.35
C -7.06 -0.21 -0.29
C -5.85 -0.87 -0.16
C -4.61 -0.20 -0.10
Si -3.10 -1.40 0.12
C -3.22 -2.48 -1.48
C -3.67 -2.58 1.52
H -4.27 4.12 1.16
H -2.51 4.27 1.31
H -3.36 2.98 2.15
H -4.12 4.43 -1.47
H -4.10 3.02 -2.53
H -2.63 3.94 -2.27
H -5.89 2.95 -0.35
H -8.00 1.72 -0.44
H -7.98 -0.77 -0.34
H -5.86 -1.96 -0.11
H -3.81 -3.39 -1.31
H -2.22 -2.81 -1.82
H -3.68 -1.93 -2.30
H -4.15 -3.47 1.10
H -4.39 -2.09 2.18
H -2.83 -2.92 2.12
C -0.04 7.02 -1.49
C -0.98 6.31 -0.52
N -0.55 4.97 -0.18
C 0.34 4.61 0.76
S 0.69 2.99 1.00
N 0.89 5.60 1.50
C 1.93 5.38 2.49
C 3.32 5.26 1.89
H -0.40 8.03 -1.69
H 0.01 6.47 -2.43
H 0.98 7.09 -1.09
H -1.97 6.23 -0.95
H -1.09 6.90 0.40
H -0.96 4.19 -0.67
H 0.77 6.54 1.18
H 1.69 4.46 3.02
H 1.88 6.21 3.20
H 3.35 4.43 1.18
H 4.06 5.07 2.66
H 3.60 6.18 1.36
*
```

Summary:
LUMO level in eV: 0.36
Highest occupied orbital energy in eV: -6.022
Energy above the lowest of the compared OMol25 structures with the same formula, charge and spin in eV: 2.088
E_tot in Eh: -4040.507141

Mulliken atomic charge list, values in e, 99 entries: 0.2999 -0.9987 0.3274 -0.1146 0.7546 -0.5979 -0.7168 -0.5149 -0.6551 -0.3246 0.4567 -0.6776 -0.5528 -0.6072 -0.6932 -1.3023 1.1352 0.8966 -0.7079 -0.8995 -0.3890 -0.8258 -0.4522 0.3939 -0.5081 -0.7634 -0.4724 -0.6414 -0.2069 0.4875 0.4825 0.6581 -1.1204 0.3727 0.4077 0.4091 0.4042 0.3934 0.3466 0.4329 0.4171 0.4875 1.7423 0.4502 0.4262 0.3754 0.3896 0.3246 0.3332 0.4190 0.4061 0.4216 0.3011 -1.0345 0.2139 -1.3176 0.4247 -0.1650 -0.7612 -0.7459 -0.4402 0.2848 0.0739 -1.2292 -1.1481 0.3985 0.1738 0.3088 0.3010 0.4481 0.3785 0.1715 0.3838 0.4069 0.1778 0.2981 0.3249 0.5012 0.3191 0.5019 0.2602 -1.0961 -0.8614 0.2573 0.2868 -0.2641 -0.0398 -0.8113 -0.6289 0.4044 0.2900 0.2693 0.3810 0.4694 -0.2160 0.2250 0.3597 0.4086 -0.0405

Entry 4:
Molecular formula: C41H53CuN3O6S3
Method: DFT, ωB97M-V with the def2-TZVPD basis set

The geometry in ORCA input format:
```
! wB97M-V def2-TZVPD RIJCOSX def2/J DEFGRID3
* xyz 0 2
Cu -0.15 -0.26 -0.80
C 2.13 -4.70 3.59
C 3.21 -4.33 2.55
S 2.63 -3.15 1.30
C 3.64 -1.69 1.69
C 3.41 -1.09 3.07
S 1.71 -0.49 3.24
C 1.24 -1.07 4.89
C 0.80 -2.53 4.98
S 2.15 -3.74 5.13
H 2.24 -5.73 3.90
H 1.14 -4.58 3.15
H 3.49 -5.23 2.01
H 4.10 -3.94 3.03
H 3.37 -0.98 0.90
H 4.69 -1.95 1.56
H 4.10 -0.26 3.24
H 3.58 -1.84 3.84
H 0.40 -0.43 5.17
H 2.05 -0.87 5.59
H 0.20 -2.80 4.11
H 0.19 -2.66 5.87
C -5.12 1.52 -1.78
C -4.04 0.65 -1.19
N -4.39 -0.04 -0.07
O -2.93 0.55 -1.69
H -5.67 2.07 -1.01
H -5.83 0.90 -2.34
H -4.66 2.23 -2.47
H -5.27 0.11 0.39
H -3.67 -0.55 0.42
C -1.66 -2.66 -2.47
C -1.06 -1.56 -3.27
O -0.58 -0.56 -2.74
C -1.02 -1.65 -4.76
C -1.44 -2.79 -5.43
C -1.41 -2.84 -6.81
C -0.94 -1.75 -7.54
C -0.51 -0.61 -6.87
C -0.55 -0.56 -5.49
H -1.80 -2.33 -1.44
H -0.95 -3.49 -2.47
H -2.62 -2.98 -2.89
H -1.78 -3.66 -4.87
H -1.73 -3.74 -7.33
H -0.92 -1.79 -8.62
H -0.14 0.24 -7.43
H -0.21 0.32 -4.95
O 1.56 -2.94 -2.74
C 1.82 -1.95 -2.05
O 1.26 -1.63 -0.95
C 2.89 -1.00 -2.55
C 3.58 -1.28 -3.72
C 4.53 -0.40 -4.21
C 4.80 0.79 -3.54
C 4.10 1.05 -2.37
C 3.17 0.17 -1.86
N 4.37 2.30 -1.63
O 4.94 3.20 -2.22
O 4.00 2.36 -0.48
H 3.35 -2.20 -4.24
H 5.07 -0.63 -5.12
H 5.52 1.51 -3.90
H 2.65 0.40 -0.94
C -3.35 0.65 4.92
C -2.72 -0.03 3.73
C -2.86 -1.40 3.54
C -2.25 -2.04 2.45
C -2.35 -3.53 2.25
C -1.54 -1.27 1.55
C -1.42 0.14 1.67
C -2.01 0.72 2.80
N -0.73 0.79 0.65
C -0.49 2.24 0.63
C 0.41 2.71 1.79
C 0.69 4.21 1.67
C -0.63 5.00 1.67
C -1.49 4.56 0.47
C -0.73 4.83 -0.83
C 0.57 4.03 -0.82
C 1.44 4.49 0.36
C 0.27 2.54 -0.67
C -1.80 3.07 0.58
H -3.73 -0.08 5.63
H -4.18 1.29 4.61
H -2.62 1.28 5.43
H -3.41 -1.99 4.26
H -2.56 -4.04 3.19
H -1.42 -3.93 1.83
H -3.16 -3.78 1.56
H -0.99 -1.77 0.75
H -1.90 1.78 3.00
H 1.34 2.15 1.76
H -0.05 2.50 2.76
H 1.30 4.53 2.51
H -0.42 6.07 1.61
H -1.18 4.82 2.60
H -2.43 5.12 0.48
H -0.52 5.90 -0.93
H -1.35 4.53 -1.69
H 1.12 4.20 -1.76
H 1.67 5.55 0.27
H 2.39 3.94 0.36
H 1.22 1.98 -0.66
H -0.33 2.18 -1.52
H -2.37 2.74 -0.29
H -2.42 2.89 1.46
*
```

Summary:
LUMO level (alpha / beta) in eV: -0.06 / -1.29
Highest occupied orbital energy (alpha / beta) in eV: -7.846 / -7.742
Energy above the lowest of the compared OMol25 structures with the same formula, charge and spin in eV: 0.000
⟨S²⟩: 0.77
E_tot in Eh: -5044.885709

Mulliken atomic charge list, values in e, 99 entries: 0.2760 -0.2719 -0.9952 0.0084 0.0755 -1.0942 0.5139 -1.2425 0.2901 -0.1916 0.4301 -0.0143 0.4699 0.3804 -0.6303 0.6539 0.5597 0.2850 0.2942 0.5432 -0.5711 0.4822 -1.4957 0.6869 -0.1824 -0.5224 0.4421 0.4076 0.2833 0.2219 0.1047 -0.9329 0.5257 -0.0362 0.5101 -0.1818 -0.8825 -0.3645 -0.8740 -0.1509 -0.4184 0.3957 0.5627 0.3500 0.3966 0.3940 0.3991 0.4289 -0.8001 -0.4532 0.2234 0.2439 -0.8858 -0.6298 -0.6871 -0.2151 1.3147 1.1277 -0.6429 -0.6005 0.5375 0.4021 0.5209 -0.1908 -1.8099 -0.1718 -0.8393 0.7895 -1.8724 0.5482 0.3699 -0.3299 0.6431 1.9611 -0.4428 0.1800 -1.3449 0.2286 -1.6576 0.3431 -1.3728 -1.8268 -0.7898 0.4238 0.3297 0.3653 0.3009 0.4528 0.2748 0.3967 -0.2997 0.7204 0.1361 0.4211 0.3188 0.5734 0.5188 0.3016 0.5653